Molecular formula: C22H31ClIN2O4SSiSn
Method: DFT, ωB97M-V/def2-TZVPD

Output
Kohn-Sham gap	7.36	eV
spin multiplicity	1
LUMO energy	-3.9	eV
net charge	+1

CARTESIAN COORDINATES (ANGSTROEM)
Sn1 -0.020 0.473 -2.275
C1 2.893 0.814 0.367
C2 2.137 -0.488 0.554
C3 1.924 -0.781 2.031
C4 2.862 -1.640 -0.126
O1 0.795 -0.294 -0.093
Si1 -0.527 -1.258 0.269
S1 -1.863 -0.495 -1.280
O2 -0.116 -2.773 -0.032
C5 -0.724 -4.070 0.256
C6 -0.544 -4.361 1.738
C7 0.032 -5.068 -0.598
C8 -2.196 -4.013 -0.124
O3 -1.218 -1.090 1.701
C9 -2.030 -0.147 2.453
C10 -1.773 -0.470 3.913
C11 -3.485 -0.390 2.087
C12 -1.603 1.274 2.131
H1 3.929 0.674 0.676
H2 2.468 1.613 0.978
H3 2.897 1.118 -0.682
H4 2.893 -0.825 2.528
H5 1.422 -1.741 2.182
H6 1.329 0.002 2.507
H7 3.803 -1.824 0.394
H8 3.086 -1.412 -1.165
H9 2.260 -2.547 -0.089
H10 0.518 -4.379 1.994
H11 -0.972 -5.334 1.981
H12 -1.038 -3.599 2.343
H13 1.094 -5.049 -0.353
H14 -0.087 -4.834 -1.657
H15 -0.347 -6.075 -0.419
H16 -2.715 -3.243 0.458
H17 -2.673 -4.972 0.082
H18 -2.311 -3.789 -1.186
H19 -2.068 -1.497 4.131
H20 -2.349 0.201 4.553
H21 -0.714 -0.355 4.151
H22 -3.762 -1.420 2.317
H23 -3.658 -0.208 1.025
H24 -4.132 0.278 2.658
H25 -0.536 1.398 2.338
H26 -2.155 1.977 2.757
H27 -1.804 1.517 1.085
Cl1 0.848 7.246 -3.133
C13 0.423 5.584 -3.325
C14 -0.072 5.138 -4.515
C15 -0.449 3.787 -4.695
I1 -1.228 3.154 -6.507
C16 -0.332 2.886 -3.666
O4 -0.719 1.600 -3.740
C17 0.223 3.347 -2.449
N1 0.411 2.408 -1.470
C18 0.894 2.748 -0.287
C19 1.229 4.071 0.004
C20 1.095 5.028 -0.972
C21 0.591 4.688 -2.243
H28 -0.180 5.831 -5.339
H29 1.017 1.954 0.433
H30 1.602 4.319 0.986
H31 1.378 6.054 -0.775
N2 2.642 -0.558 -3.714
C22 1.709 -0.183 -3.152


Molecular formula: C22H31ClLaN2O4
Method: DFT, ωB97M-V/def2-TZVPD

Output
Kohn-Sham gap (alpha / beta)	2.84 / 2.34	eV
spin multiplicity	1
LUMO energy (alpha / beta)	2.4 / 2.4	eV
net charge	-1

CARTESIAN COORDINATES (ANGSTROEM)
La1 0.094 -0.128 0.263
Cl1 -2.196 1.294 -0.748
N1 -0.602 -1.721 -1.157
N2 0.257 1.678 1.644
C1 0.241 -2.231 -2.042
C2 1.080 2.701 1.495
C3 -1.606 -2.724 -0.759
C4 -1.035 -3.984 -1.445
C5 -2.915 -2.208 -1.344
C6 -1.766 -2.885 0.770
H1 -2.693 -1.638 -2.256
H2 -3.397 -1.497 -0.654
H3 -3.563 -3.065 -1.561
H4 -0.911 -3.413 1.209
H5 -2.675 -3.464 0.997
H6 -1.882 -1.933 1.331
C7 -0.447 1.763 2.940
C8 -0.129 3.222 3.325
C9 0.165 0.725 3.883
C10 -1.949 1.474 2.794
H7 -2.387 2.076 1.991
H8 -2.449 1.693 3.750
H9 -2.180 0.420 2.546
H10 1.253 0.869 3.902
H11 -0.001 -0.307 3.528
H12 -0.260 0.839 4.891
O1 1.004 3.641 2.417
H13 0.225 3.339 4.362
H14 -0.980 3.866 3.037
O2 0.033 -3.485 -2.386
H15 -1.782 -4.538 -2.037
H16 -0.477 -4.592 -0.710
C11 1.382 -1.402 -2.558
C12 2.007 2.771 0.313
C13 1.502 2.140 -0.998
H17 2.925 2.215 0.588
H18 2.249 3.831 0.157
C14 1.843 0.799 -1.318
C15 1.210 0.120 -2.393
H19 2.473 0.213 -0.613
C16 0.432 0.867 -3.296
C17 0.246 2.236 -3.072
C18 -0.222 0.202 -4.473
C19 0.720 2.868 -1.915
H20 -0.377 2.810 -3.773
C20 0.348 4.296 -1.636
H21 -0.165 4.723 -2.503
H22 1.223 4.920 -1.415
H23 -0.342 4.364 -0.784
H24 0.479 -0.409 -5.054
H25 -0.649 0.962 -5.137
H26 -1.051 -0.446 -4.155
H27 1.506 -1.664 -3.619
H28 2.291 -1.686 -1.994
C21 2.185 -3.378 2.688
C22 1.792 -2.389 1.626
O3 2.380 -2.253 0.530
O4 0.750 -1.679 1.974
H29 3.065 -3.927 2.357
H30 1.342 -4.061 2.876
H31 2.387 -2.828 3.618


Molecular formula: C22H31N3O3
Method: DFT, ωB97M-V/def2-TZVPD

Output
Kohn-Sham gap	9.90	eV
spin multiplicity	1
structure (SMILES)	CC(C)CN(CC(C)C)C(=O)CN1C(=O)N[C@]2(CCc3ccccc3C2)C1=O
relative energy (zero: lowest compared OMol25 entry of this formula, charge and spin)	2.0	kcal per mole
LUMO energy	0.8	eV

CARTESIAN COORDINATES (ANGSTROEM)
C1 -4.652 -1.108 -4.339
C2 -3.832 -0.388 -3.268
C3 -2.521 0.117 -3.864
C4 -3.633 -1.340 -2.073
N1 -3.120 -0.723 -0.867
C5 -4.067 -0.226 0.124
C6 -4.431 1.277 0.077
C7 -3.310 2.128 -0.511
C8 -5.759 1.531 -0.637
C9 -1.832 -0.782 -0.476
O1 -1.438 -0.299 0.571
C10 -0.821 -1.520 -1.373
N2 0.488 -1.100 -0.947
C11 0.893 0.230 -1.148
O2 0.365 1.001 -1.906
N3 1.998 0.412 -0.390
C12 2.239 -0.690 0.515
C13 3.663 -1.237 0.405
C14 4.672 -0.154 0.771
C15 4.305 0.604 2.020
C16 5.265 1.408 2.625
C17 4.971 2.148 3.754
C18 3.697 2.094 4.295
C19 2.735 1.302 3.699
C20 3.024 0.552 2.564
C21 1.948 -0.314 1.972
C22 1.193 -1.703 0.053
O3 1.026 -2.821 0.469
H1 -4.810 -0.455 -5.193
H2 -5.624 -1.407 -3.952
H3 -4.130 -1.999 -4.682
H4 -4.402 0.477 -2.923
H5 -1.897 0.603 -3.119
H6 -2.732 0.844 -4.646
H7 -1.965 -0.702 -4.318
H8 -2.980 -2.162 -2.374
H9 -4.608 -1.774 -1.826
H10 -4.980 -0.821 0.050
H11 -3.602 -0.424 1.094
H12 -4.568 1.585 1.120
H13 -2.372 1.916 -0.007
H14 -3.539 3.184 -0.384
H15 -3.180 1.933 -1.571
H16 -6.564 0.981 -0.154
H17 -6.002 2.591 -0.599
H18 -5.720 1.233 -1.681
H19 -0.935 -1.281 -2.427
H20 -0.898 -2.597 -1.199
H21 2.366 1.332 -0.216
H22 3.747 -2.087 1.083
H23 3.848 -1.592 -0.610
H24 5.659 -0.604 0.898
H25 4.751 0.560 -0.056
H26 6.258 1.449 2.199
H27 5.731 2.764 4.210
H28 3.455 2.670 5.176
H29 1.739 1.257 4.115
H30 0.978 0.187 2.027
H31 1.866 -1.241 2.548


Computed DFT total energy, in the same sequence as the records: -79655.0518; -47870.9742; -33932.9450 eV.